Computed, not measured: the molecule C6H8N2S at a distorted geometry, with ωB97M-V/def2-TZVPD.

Cartesian coordinates (Å):
C  -2.27965  -1.04740  -0.11041
C  -1.64484  -0.53659  -1.21090
C  -0.35843  -0.50869  0.47034
C  0.82862  -0.32671  1.44521
C  1.64873  1.02629  1.49211
C  0.51359  0.65628  -1.66197
N  -1.42375  -1.08710  0.92627
N  -0.37483  -0.21046  -0.82434
S  2.97689  1.49205  2.40356
H  -3.32721  -1.41396  -0.01634
H  -1.98186  -0.52198  -2.17798
H  0.39296  -0.57667  2.36064
H  1.64518  -1.00081  1.35355
H  1.27945  1.87744  0.88308
H  0.28202  1.66029  -1.40006
H  1.50548  0.33167  -1.34463
H  0.31767  0.18635  -2.58813

Computed properties:
Charge: 0
Largest force on an atom in Eh/bohr: 0.0879
Energy relative to the best compared isomer or geometry (same formula, charge and spin) in kJ/mol: 174.4
E_tot in Ha: -741.05869

natural (NBO) atomic charge list, values in e, 5 entries:
1 C -0.078
2 C -0.130
3 C 0.346
4 C -0.525
5 C -0.226